[1]
Molecular formula: C23H41NO5P
Method: DFT, ωB97M-V/def2-TZVPD

E_tot = -45514.9796 eV
HOMO-LUMO gap = 8.123 eV
LUMO energy = -3.110 eV
charge = +1

Cartesian coordinates (Å):
C: -1.108 3.749 4.017
C: 0.296 2.929 3.788
P: 0.152 1.720 2.292
C: 1.470 2.074 0.957
N: 0.661 0.124 3.001
C: -0.509 -0.686 3.527
C: -0.016 -2.177 4.102
O: -0.889 -3.155 4.424
C: 1.641 -2.336 4.263
C: 2.523 -2.882 2.992
C: 4.156 -2.982 3.163
C: 4.779 -2.500 4.617
C: 3.897 -1.967 5.901
C: 2.251 -1.871 5.729
H: -0.841 4.892 4.046
H: -1.831 3.466 3.111
H: -1.575 3.382 5.050
H: 0.477 2.290 4.781
H: 1.249 3.603 3.670
H: 2.529 1.681 1.341
H: 1.290 1.495 -0.071
H: 1.600 3.229 0.790
H: 1.125 -0.429 2.229
H: 1.365 0.392 3.753
H: -0.971 -0.079 4.436
H: -1.345 -0.847 2.709
H: 1.947 -3.157 2.011
H: 4.798 -3.355 2.251
H: 5.947 -2.530 4.753
H: 4.359 -1.615 6.917
H: 1.546 -1.472 6.601
C: -4.548 -1.509 -0.736
C: -3.913 -1.024 0.540
O: -3.133 -0.073 0.545
C: -4.271 -1.747 1.811
H: -4.199 -0.893 -1.571
H: -4.262 -2.547 -0.922
H: -5.635 -1.420 -0.667
H: -3.972 -2.796 1.738
H: -5.345 -1.669 1.994
H: -3.739 -1.289 2.652
C: 3.275 -1.609 -2.975
C: 3.287 -0.375 -2.113
O: 3.187 -0.449 -0.889
C: 3.428 0.954 -2.806
H: 3.167 -2.494 -2.339
H: 2.430 -1.570 -3.667
H: 4.215 -1.686 -3.527
H: 2.590 1.107 -3.490
H: 4.376 0.991 -3.350
H: 3.422 1.755 -2.059
C: 2.083 -2.238 -6.683
C: 1.873 -0.751 -6.570
O: 2.161 -0.142 -5.541
C: 1.298 -0.039 -7.765
H: 2.504 -2.617 -5.745
H: 1.127 -2.735 -6.863
H: 2.784 -2.453 -7.493
H: 0.307 -0.438 -7.993
H: 1.963 -0.157 -8.623
H: 1.202 1.028 -7.539
C: -3.944 2.716 -0.938
C: -4.651 2.346 -2.214
O: -4.224 1.454 -2.945
C: -5.901 3.110 -2.561
H: -3.059 2.082 -0.817
H: -3.623 3.760 -0.980
H: -4.608 2.556 -0.085
H: -5.667 4.172 -2.676
H: -6.652 2.967 -1.781
H: -6.304 2.736 -3.508

***

[2]
Molecular formula: C23H42CaF6N3O30S6
Method: DFT, ωB97M-V/def2-TZVPD

E_tot = -190187.0940 eV
HOMO-LUMO gap = 8.925 eV
LUMO energy = 0.851 eV
charge = -1

Cartesian coordinates (Å):
Ca: 16.529 -3.745 -7.660
N: 13.489 -3.823 -11.389
S: 14.459 -4.360 -12.540
O: 15.762 -4.773 -12.113
O: 14.326 -3.761 -13.824
F: 13.771 -5.811 -12.728
S: 14.415 -2.618 -10.790
O: 14.953 -1.668 -11.689
O: 15.196 -2.940 -9.613
F: 13.171 -1.857 -10.157
N: 18.394 -4.216 -8.772
S: 19.761 -3.269 -8.779
O: 19.975 -2.446 -9.912
O: 20.877 -3.667 -7.998
F: 19.141 -2.184 -7.731
S: 18.654 -4.963 -10.150
O: 19.689 -5.934 -10.106
O: 18.304 -4.272 -11.330
F: 17.354 -5.914 -10.040
N: 16.074 -7.711 -5.179
S: 17.094 -7.268 -6.330
O: 18.362 -7.897 -6.303
O: 17.037 -5.875 -6.674
F: 16.416 -7.991 -7.552
S: 16.863 -7.276 -3.857
O: 17.234 -5.893 -3.782
O: 17.756 -8.239 -3.324
F: 15.614 -7.319 -2.861
C: 19.657 0.714 -10.757
C: 19.401 2.061 -11.403
C: 20.343 2.231 -12.625
O: 19.470 2.208 -13.738
C: 18.180 2.194 -13.342
O: 17.252 2.271 -14.063
O: 18.109 2.096 -11.993
H: 18.818 0.329 -10.169
H: 20.532 0.688 -10.111
H: 19.722 -0.035 -11.551
H: 19.501 2.866 -10.677
H: 21.037 1.393 -12.688
H: 20.965 3.125 -12.549
C: 20.696 0.803 -6.974
C: 21.818 -0.042 -6.410
C: 22.586 -0.836 -7.474
O: 23.944 -0.642 -7.139
C: 24.062 0.445 -6.333
O: 25.076 0.964 -6.024
O: 22.832 0.859 -5.942
H: 19.899 0.183 -7.389
H: 21.056 1.476 -7.750
H: 20.224 1.366 -6.167
H: 21.429 -0.659 -5.598
H: 22.329 -0.623 -8.518
H: 22.266 -1.881 -7.451
C: 17.114 -8.265 -12.184
O: 16.983 -9.353 -11.272
C: 17.607 -10.496 -11.546
O: 18.104 -10.772 -12.604
O: 17.635 -11.317 -10.503
C: 17.029 -10.915 -9.261
H: 16.895 -8.553 -13.212
H: 18.014 -7.662 -12.116
H: 16.263 -7.637 -11.916
H: 15.958 -10.759 -9.359
H: 17.490 -9.964 -9.001
H: 17.259 -11.624 -8.475
C: 17.897 -2.474 -14.068
C: 18.001 -1.232 -14.923
O: 16.698 -0.757 -15.207
C: 16.571 0.178 -16.144
O: 17.356 0.433 -17.017
O: 15.367 0.724 -16.001
C: 15.008 1.718 -16.972
H: 18.669 -3.230 -14.238
H: 16.956 -2.994 -14.239
H: 18.012 -2.260 -13.005
H: 18.555 -1.490 -15.835
H: 18.647 -0.446 -14.518
H: 15.792 2.467 -17.018
H: 14.076 2.120 -16.584
H: 14.798 1.223 -17.919
C: 16.652 -2.398 -1.387
C: 17.786 -2.823 -2.291
O: 17.320 -2.752 -3.646
C: 18.060 -3.259 -4.608
O: 17.613 -3.280 -5.750
O: 19.194 -3.757 -4.225
C: 19.869 -4.808 -4.948
H: 16.981 -2.499 -0.354
H: 15.796 -3.050 -1.550
H: 16.367 -1.364 -1.583
H: 18.043 -3.845 -2.013
H: 18.668 -2.196 -2.170
H: 19.153 -5.469 -5.420
H: 20.432 -5.373 -4.210
H: 20.612 -4.434 -5.644
C: 22.965 -7.688 -2.076
C: 23.539 -7.635 -3.490
O: 22.486 -7.294 -4.378
C: 22.812 -7.261 -5.683
O: 23.802 -7.716 -6.173
O: 21.870 -6.562 -6.299
C: 21.899 -6.454 -7.721
H: 22.451 -6.743 -1.899
H: 23.779 -7.845 -1.371
H: 22.253 -8.505 -1.973
H: 24.009 -8.590 -3.728
H: 24.326 -6.875 -3.505
H: 22.396 -7.301 -8.188
H: 22.404 -5.523 -7.949
H: 20.863 -6.419 -8.034

***

- What is the charge in the second record?
  -1